Record 1
{"formula": "C6H15NO5S", "method": "the ωB97M-V functional and the def2-TZVPD basis", "de_lowest_kcal_mol": 64.41, "elements": ["C", "O", "H", "H", "O", "H", "O", "H", "H", "H", "S", "N", "H", "H", "C", "H", "H", "C", "H", "O", "H", "C", "O", "H", "H", "C", "H", "C"], "positions_angstrom": [[-1.59826, 0.63062, -1.76595], [-0.41781, -1.89429, -1.84365], [-0.72310, 0.37637, -2.33901], [0.16527, 2.35575, 1.45138], [1.67687, 1.60492, 2.31809], [-1.41638, -2.21339, 0.02216], [0.33425, -1.76206, 1.64147], [-2.23013, 1.17192, 0.70235], [0.69313, -2.65323, 1.62632], [2.66188, 1.63520, -0.07382], [1.52705, -0.97412, 0.79993], [-2.18576, 0.19393, 0.50657], [1.94881, 0.90376, -1.56176], [-2.30278, -1.93603, -1.61293], [0.86808, 0.61782, 0.36517], [-2.23018, -0.40889, 1.37522], [-2.45358, 0.38147, -2.39999], [0.52609, 1.39558, 1.53578], [2.23747, 0.86650, 2.03511], [1.84636, -1.73076, -0.42264], [0.49614, -1.91715, -1.47052], [-1.60168, -0.20227, -0.52595], [2.52980, -0.92680, 1.77869], [1.24264, 2.37161, -0.86013], [-0.19837, 0.71196, 1.96704], [-1.44850, -1.67150, -0.92918], [-1.71852, 1.73364, -1.68665], [1.77121, 1.33944, -0.63310]], "forces_ev_per_angstrom": [[-0.22, 1.48, -0.23], [0.53, -0.20, -0.05], [0.32, 0.11, -0.16], [-1.53, 2.00, -1.10], [0.60, 0.03, 0.83], [0.03, -0.61, -0.43], [-0.07, 0.72, -1.27], [-0.25, 0.54, -0.01], [-0.10, -0.66, 0.34], [0.49, 0.01, -0.63], [-2.16, 1.05, -2.85], [-1.93, -0.61, 5.07], [0.51, -1.07, -1.33], [-0.03, 0.31, 1.45], [-0.58, -2.11, -2.99], [0.13, 0.85, -1.52], [-0.13, -0.54, 0.17], [0.87, -2.30, 1.04], [0.49, 0.35, 0.97], [-0.44, 0.36, 1.31], [-0.62, 0.24, 0.41], [2.12, -0.55, -4.82], [2.83, -0.05, 1.80], [0.85, -1.91, 0.39], [-0.59, 0.31, 1.44], [-0.04, 0.10, -0.22], [0.51, -0.65, 0.58], [-1.60, 2.80, 1.81]]}

***

Record 2
{"formula": "C31H56BrN4OP3Pb", "method": "the ωB97M-V functional and the def2-TZVPD basis", "de_lowest_kcal_mol": 0.00, "charge": 4, "elements": ["H", "C", "C", "H", "H", "H", "H", "H", "H", "N", "H", "Pb", "C", "H", "H", "Br", "C", "H", "N", "H", "N", "P", "H", "H", "H", "C", "P", "H", "C", "H", "C", "H", "H", "C", "C", "H", "C", "H", "H", "H", "H", "C", "C", "C", "H", "H", "H", "H", "H", "H", "H", "H", "H", "O", "C", "H", "H", "C", "C", "C", "H", "C", "H", "H", "H", "C", "H", "C", "C", "H", "H", "C", "C", "H", "C", "P", "H", "H", "H", "H", "C", "C", "C", "H", "H", "C", "H", "H", "H", "C", "H", "H", "H", "N", "C", "H", "C"], "positions_angstrom": [[-2.18479, -5.26231, -2.53503], [-1.71459, 2.45469, -3.92268], [-0.81677, 0.14926, 6.56528], [-0.47014, 2.81720, -0.73649], [-1.15278, 4.56520, 6.58659], [-1.14156, -3.08121, -1.83037], [5.06301, -2.41921, -2.10201], [-4.11046, -0.79105, -4.29301], [5.84122, -1.27720, -0.45478], [-1.11614, 0.35565, 5.15054], [2.48068, 3.26668, 4.83957], [-3.26594, 1.12973, -3.06808], [0.47008, -0.95090, -0.96441], [5.06255, -5.84763, -0.08652], [-1.89973, -4.85152, -4.24867], [0.59997, -1.24664, 1.87075], [-2.27728, -0.40382, 4.68782], [0.16647, 1.56447, 1.30171], [0.86926, 1.94982, 4.82751], [5.82487, -2.31260, 1.00138], [-1.15476, 6.30228, -5.66607], [-0.74150, 1.77408, 4.35741], [4.36280, -0.09462, -2.16991], [-0.74992, -0.93309, 6.76397], [4.31405, -5.38759, -1.62409], [-1.06566, 3.47313, 6.47218], [3.09745, -2.61654, -0.60252], [-0.04451, 3.17136, 6.73209], [4.73839, -4.99083, -0.69329], [0.88625, 4.04560, 4.60703], [-2.52807, 3.81724, 4.53794], [-3.18825, -0.12039, 5.24600], [-4.89598, -2.58114, -0.34052], [-1.62071, 3.95898, -5.94246], [3.98118, -2.24543, -2.19453], [3.56001, -2.95969, -2.91640], [-1.55590, -4.68261, -3.22085], [-4.08536, -2.79371, -5.68774], [-0.66593, 6.97081, -3.74729], [5.76422, -0.56008, 1.16329], [3.89464, -0.74395, -3.72837], [0.12071, -0.25142, -2.12055], [-0.21908, 1.76043, -0.80103], [3.70107, -0.82106, -2.65801], [0.78224, -2.00213, -1.04408], [-2.09661, -1.48242, 4.83017], [-3.36661, -1.38724, -6.47945], [0.17726, -0.72613, -3.10621], [-3.33890, -3.37743, -0.04262], [2.63848, 1.01807, 5.35852], [-2.43446, -0.21124, 3.62005], [0.14143, 0.59858, 6.84793], [-1.60506, 0.55389, 7.22580], [-1.12036, 1.76588, 2.93571], [5.41956, -1.39980, 0.54893], [-2.31848, -2.68482, -5.88481], [-0.89373, -2.63845, -3.53778], [1.77296, 0.80179, 4.71499], [-3.83387, -2.40449, -0.13238], [0.43577, -0.30135, 0.28483], [-2.59243, 3.63619, 3.46067], [-3.18155, -1.52276, -1.21155], [2.80198, -4.80850, 0.22752], [-3.46076, 3.48225, 5.02068], [-0.75626, 4.70186, -2.73070], [-1.19699, 1.58631, -3.09183], [-2.42563, 4.90103, 4.71035], [-0.93173, 6.10257, -4.36636], [3.88997, -1.40549, 0.53537], [-3.73014, -0.56209, -1.22228], [1.65860, 3.15461, 3.25567], [-3.23121, -2.11584, -5.67234], [-0.36795, 1.06607, -2.02393], [-1.82432, 3.13281, -6.61561], [0.17688, 1.07265, 0.33190], [-3.21415, -2.37246, -2.84424], [-1.78008, 2.99332, 7.16552], [5.63059, -4.40038, -0.93715], [-3.76567, -1.89509, 0.83693], [-0.53250, -5.06890, -3.14342], [-1.54641, -3.19312, -2.84551], [1.50367, 3.17986, 4.34754], [-1.01752, 4.82808, -3.78441], [4.06807, -3.95640, 1.11480], [2.66524, -0.50500, -2.50203], [3.71341, -4.20133, 0.10248], [-2.24280, -0.70090, -4.36296], [3.50407, -1.58922, 1.55020], [3.48296, -0.43924, 0.21344], [-3.15077, -1.34315, -4.34977], [-2.12771, -1.33111, -0.96728], [2.12846, 0.65490, 3.68132], [-1.62210, 5.45715, -7.51451], [-1.35647, 3.14285, 5.08506], [-1.47698, 5.26702, -6.44316], [1.27832, -0.11257, 5.06055], [-1.46284, 3.74091, -4.56598]], "forces_ev_per_angstrom": [[0.07, 0.15, -0.22], [5.64, -1.78, 2.84], [0.36, -0.22, 0.64], [-0.09, -0.23, 0.05], [-0.11, -0.37, 0.05], [-0.03, -0.01, -0.17], [-0.40, -0.27, 0.29], [0.23, 0.16, -0.28], [0.00, 0.01, 0.30], [-0.98, 0.63, 0.35], [-0.28, 0.17, -0.12], [-6.28, -1.88, 1.26], [0.34, 0.23, -0.30], [-0.14, 0.23, -0.13], [0.01, 0.04, 0.29], [0.04, -0.27, 0.04], [-0.49, -0.15, -0.36], [0.06, 0.05, -0.24], [-1.19, -0.18, -0.83], [-0.08, 0.16, -0.19], [-0.41, -0.06, 0.05], [3.36, -1.45, -0.33], [-0.22, -0.16, -0.02], [-0.10, 0.37, -0.14], [0.15, 0.09, 0.21], [0.64, 0.47, 0.24], [4.14, -0.19, 0.48], [-0.39, -0.03, -0.07], [0.34, -0.07, -0.53], [0.28, -0.02, -0.10], [-0.06, 0.27, -0.66], [0.34, -0.20, -0.14], [0.30, 0.02, -0.06], [-0.32, 0.16, -0.01], [-1.44, -0.30, -0.38], [0.38, 0.07, 0.03], [0.10, 0.02, 0.00], [0.05, 0.02, 0.16], [-0.03, -0.41, -0.38], [-0.17, -0.12, -0.13], [0.05, -0.01, 0.03], [-0.13, -0.78, 0.25], [-0.54, -0.04, 0.30], [0.26, 0.50, -0.21], [-0.46, 0.53, 0.06], [0.00, 0.44, 0.07], [0.06, -0.23, 0.06], [-0.20, 0.03, 0.47], [-0.05, 0.14, -0.10], [-0.22, -0.25, -0.20], [0.02, -0.05, 0.32], [-0.31, -0.03, -0.15], [0.13, -0.13, -0.30], [-0.22, 0.01, 0.00], [0.30, -0.31, -0.28], [-0.19, 0.11, 0.16], [0.01, -0.11, 0.14], [0.17, -0.05, 0.16], [-0.12, 0.04, 0.04], [-0.35, 0.22, -1.11], [0.03, -0.07, 0.33], [0.27, 0.85, 0.15], [0.33, -0.13, 0.20], [0.29, 0.02, 0.08], [-0.31, 0.07, -0.29], [3.59, 5.36, -2.99], [-0.01, -0.37, 0.10], [0.25, -0.74, -0.15], [-1.35, 0.68, 0.39], [0.12, -0.32, 0.25], [0.01, 0.09, 0.28], [0.27, 0.00, -0.29], [-1.02, -0.56, -0.49], [-0.25, 0.18, 0.03], [0.01, 0.26, 0.14], [-0.57, -2.69, 0.06], [0.04, 0.10, -0.29], [-0.21, -0.15, 0.09], [0.02, -0.14, -0.17], [-0.21, -0.03, -0.08], [-0.04, 0.07, -0.04], [0.20, 0.12, -0.03], [-0.40, 0.07, 0.66], [-0.19, 0.10, -0.26], [0.18, -0.08, 0.03], [-1.30, -0.51, 0.22], [-0.18, 0.10, -0.47], [0.08, 0.04, -0.34], [0.24, 0.12, 0.20], [-0.08, 0.90, 0.15], [-0.30, 0.29, 0.21], [-0.08, 0.06, 0.27], [0.11, -0.02, 0.51], [-1.74, 0.80, 1.43], [0.42, -0.46, 0.24], [0.28, 0.20, -0.11], [-0.32, 0.83, -1.19]]}

***

Record 3
{"formula": "C16H12BF4IN4NiO4S", "method": "the ωB97M-V functional and the def2-TZVPD basis", "de_lowest_kcal_mol": 53.85, "s_squared": 2.009, "spin_multiplicity": 3, "elements": ["H", "F", "F", "H", "N", "O", "C", "C", "C", "C", "I", "C", "O", "H", "C", "H", "N", "H", "O", "F", "C", "N", "F", "C", "H", "N", "O", "H", "Ni", "S", "B", "C", "H", "H", "C", "C", "H", "C", "C", "C", "H", "C", "C", "H"], "positions_angstrom": [[-11.65071, -1.17602, 16.09254], [-10.44331, 2.22642, 13.10655], [-12.36207, 3.55810, 13.33923], [-5.05412, 0.60576, 7.63013], [-9.35841, -1.07557, 13.62012], [-7.34177, -4.03909, 10.73275], [-11.73727, -4.90932, 9.51602], [-8.77435, 0.47947, 15.35382], [-12.18766, -3.56619, 9.69775], [-5.12904, -1.49944, 7.88055], [-6.40578, -0.31030, 13.65064], [-9.72949, -4.28233, 10.60343], [-8.29709, -5.79822, 11.70386], [-11.16112, -2.05277, 13.89099], [-10.77723, -0.82142, 15.56910], [-10.10550, -6.32803, 9.97996], [-10.14569, -3.00357, 10.85325], [-7.40663, -3.25765, 10.06925], [-11.74733, -0.64242, 11.72957], [-11.96844, 1.95199, 14.94398], [-11.39990, -2.62533, 10.33200], [-6.33931, 0.16445, 9.11745], [-12.63474, 1.42170, 12.73118], [-8.42663, -4.77105, 11.06306], [-9.98615, 0.64388, 17.04848], [-6.87510, -2.12601, 9.32802], [-13.33969, -1.05731, 10.19288], [-5.43067, -3.42179, 8.82429], [-9.10608, -1.72680, 11.82353], [-8.55325, -0.21491, 10.39961], [-11.78473, 2.30422, 13.57530], [-9.90521, 0.18265, 16.09214], [-12.35015, -5.62931, 8.91522], [-8.01738, 1.16025, 15.68581], [-10.53123, -5.29497, 10.00242], [-7.10443, -0.82300, 9.59923], [-4.40845, -1.80517, 7.09241], [-10.52711, -1.31820, 14.33407], [-5.53995, -0.17120, 8.09875], [-5.80342, -2.42619, 8.63250], [-12.21491, 0.26669, 11.77971], [-12.27391, -1.38021, 10.69349], [-8.45636, -0.31826, 14.24820], [-13.08619, -3.27460, 9.15215]], "forces_ev_per_angstrom": [[-0.05, 0.19, 0.11], [-0.95, -0.31, 0.72], [0.74, -0.16, 0.31], [0.90, 1.74, -1.14], [-0.50, -0.03, 2.00], [-1.36, -1.47, 1.09], [-1.38, 0.27, -1.02], [0.24, -1.11, 0.02], [0.86, -1.23, -1.45], [-0.21, 0.47, -1.15], [-0.92, -0.06, -0.11], [-2.21, 0.34, 0.03], [-0.78, 0.99, -0.74], [-0.49, -0.09, -0.33], [0.55, 1.23, 0.81], [-0.55, 1.12, -0.15], [-2.10, -1.33, -1.51], [-0.08, 0.38, -0.04], [-0.15, -1.26, -2.21], [0.63, -0.13, -1.04], [-0.85, -1.22, 0.96], [-0.36, -0.22, -1.10], [0.62, -0.15, 0.40], [3.32, -0.25, 0.95], [-0.63, 0.27, 0.44], [-0.72, 1.61, 1.02], [2.09, -1.57, 0.05], [-0.13, -0.44, -0.70], [1.05, 0.10, 0.24], [0.41, 0.39, -0.33], [-1.08, 0.72, -0.50], [0.06, -1.10, -1.47], [0.45, 0.80, 0.83], [0.06, 0.29, 0.29], [1.40, 0.32, 0.72], [-0.38, 0.21, -0.75], [-0.42, 0.44, 0.93], [1.40, -0.14, -0.84], [0.13, -2.10, 2.06], [0.96, -0.58, 0.05], [0.28, -0.60, 0.80], [0.15, 2.73, 1.47], [-0.07, 0.79, -0.49], [0.06, 0.18, 0.74]]}

***

Record 4
{"formula": "C2H4N2O2S2", "method": "the ωB97M-V functional and the def2-TZVPD basis", "de_lowest_kcal_mol": 94.33, "smiles": "ONC(=S)NOC=S", "elements": ["C", "C", "O", "N", "O", "H", "H", "H", "S", "S", "N", "H"], "positions_angstrom": [[0.44642, -2.34084, 0.77049], [0.01673, 0.90580, -0.77603], [0.63080, -0.88811, 0.82245], [0.63572, -0.38842, -0.57083], [-1.42260, 2.46000, 0.44918], [-0.89188, 0.48809, 0.84392], [0.56334, -2.69067, -0.25033], [1.56105, -0.49336, -1.11798], [0.17996, 1.71470, -2.19600], [0.33133, -3.22835, 2.15051], [-0.75150, 1.28704, 0.19374], [-1.29938, 3.17412, -0.31911]], "forces_ev_per_angstrom": [[0.74, 1.46, 2.14], [0.98, -0.70, -0.92], [-0.16, -1.97, -1.83], [0.49, 0.41, -0.69], [0.06, 1.66, -1.86], [-0.48, 1.73, 0.32], [-0.34, -0.06, 0.01], [-1.78, 0.41, 1.69], [0.51, 0.28, -0.45], [0.02, 1.41, -2.07], [-0.22, -1.82, 2.01], [0.18, -2.81, 1.66]]}